--- 1 ---
{"formula": "C5H7NO2", "method": "ωB97M-V with the def2-TZVPD basis set", "molar_mass_g_mol": 113.12, "e_homo_ev": -9.028, "lumo_energy_ev": 0.68, "smiles": "O[C@@]12CC=NO[C@H]1C2", "orbital_gap_ev": 9.70, "symbols": ["O", "C", "C", "C", "N", "O", "C", "C", "H", "H", "H", "H", "H", "H", "H"], "coordinates": [[-0.6771, 0.6073, 1.5848], [-0.6488, 0.2654, 0.1983], [0.4865, 1.1457, -0.5112], [1.6798, 0.2220, 0.0351], [1.6903, -0.9605, 0.4159], [0.4397, -1.5947, 0.5957], [-0.4258, -1.0608, -0.3364], [-1.8264, -0.4686, -0.3034], [0.0781, 0.2069, 2.3917], [0.6122, 2.1659, 0.0482], [0.6844, 1.0319, -1.6002], [2.6926, 0.7261, -0.2822], [0.1038, -1.0798, -1.3144], [-2.5249, -0.9385, 0.3348], [-2.3644, -0.2682, -1.2568]], "lowdin_charge": [-0.0721, -0.4958, -0.0340, -0.1752, 0.0603, -0.0836, -0.2843, 0.0446, 0.2549, 0.1389, 0.1167, 0.1466, 0.1571, 0.0975, 0.1284]}

=====

--- 2 ---
{"formula": "C5H7NO2", "method": "ωB97M-V with the def2-TZVPD basis set", "molar_mass_g_mol": 113.12, "e_homo_ev": -7.034, "lumo_energy_ev": 0.82, "smiles": "CC1=C(N)[C@@H]2O[C@]12O", "orbital_gap_ev": 7.86, "symbols": ["C", "C", "C", "N", "C", "O", "C", "O", "H", "H", "H", "H", "H", "H", "H"], "coordinates": [[0.8680, -0.1490, 1.7494], [0.1708, -0.1046, 0.4379], [0.3531, 0.5224, -0.7514], [1.4012, 1.1724, -1.3277], [-0.8968, 0.0428, -1.4438], [-2.0006, 0.2983, -0.4222], [-1.1618, -0.6765, 0.0167], [-1.6134, -1.8884, 0.3368], [1.8749, 0.2592, 1.6527], [0.3444, 0.4297, 2.5168], [0.9620, -1.1752, 2.1130], [2.2167, 1.3542, -0.7641], [1.2636, 1.5636, -2.2448], [-1.2354, 0.1820, -2.4568], [-2.5469, -1.8310, 0.5875]], "lowdin_charge": [-0.0496, -0.1608, -0.2696, 0.1362, -0.0040, 0.0147, -0.4636, 0.1270, 0.0686, 0.0759, 0.0760, 0.0999, 0.0980, 0.1203, 0.1308]}

=====

--- 3 ---
{"formula": "C5H7NO2", "method": "ωB97M-V with the def2-TZVPD basis set", "molar_mass_g_mol": 113.12, "e_homo_ev": -9.055, "lumo_energy_ev": 0.88, "smiles": "C[C@H]1C[C@@]12OC=NO2", "orbital_gap_ev": 9.94, "symbols": ["C", "C", "C", "C", "O", "C", "N", "O", "H", "H", "H", "H", "H", "H", "H"], "coordinates": [[2.1463, -0.9118, 0.3177], [1.3483, 0.4062, 0.6246], [1.2009, 1.0628, -0.6389], [-0.0227, 0.4620, -0.0578], [-0.3700, -0.8548, -0.5766], [-1.6102, -0.9882, -0.2332], [-2.1489, -0.0218, 0.4821], [-1.2504, 1.1394, 0.1666], [1.9272, -1.4589, -0.6200], [3.3568, -0.7754, -0.0293], [2.1036, -1.6925, 1.1963], [1.7221, 1.0316, 1.5401], [1.6304, 0.3294, -1.3593], [1.0523, 2.1975, -0.9919], [-2.1635, -1.9419, 0.0950]], "lowdin_charge": [-0.0996, -0.2365, -0.0878, -0.4089, 0.0339, -0.2251, 0.1155, -0.0299, 0.0577, 0.1434, 0.0990, 0.1746, 0.1130, 0.1806, 0.1700]}

=====

Which one is most stable, and which one is least stable? 2 is the most stable of them, while 1 is the least stable.